1.
{"formula": "C10H11Cl2NSi", "method": "ωB97M-V/def2-TZVPD", "relative_energy_ev": 0.601, "gap_ev": 10.0, "total_charge": 0, "smiles": "N#CCCC[Si](Cl)(Cl)c1ccccc1", "lumo_ev": 0.621, "e_homo_ev": -9.42, "elements": ["N", "C", "C", "C", "C", "Si", "Cl", "Cl", "C", "C", "C", "C", "C", "C", "H", "H", "H", "H", "H", "H", "H", "H", "H", "H", "H"], "coordinates": [[-0.58991, 2.57103, -1.44758], [0.55010, 2.39040, -1.37389], [1.94182, 2.07433, -1.30003], [2.24038, 0.70235, -0.65596], [2.12285, 0.60126, 0.90434], [0.40153, 0.38358, 1.59808], [-0.56675, 2.22597, 1.80795], [0.63795, -0.43672, 3.48482], [-0.78008, -0.67265, 0.55972], [-0.97605, -1.92353, 1.04011], [-1.95593, -2.72427, 0.46363], [-2.81990, -2.19187, -0.46543], [-2.61156, -0.91991, -0.95444], [-1.54248, -0.15454, -0.50671], [2.38520, 2.17082, -2.29174], [2.41765, 2.85005, -0.75247], [1.54870, -0.02825, -1.13257], [3.21900, 0.32029, -0.97087], [2.66884, -0.28495, 1.26394], [2.57412, 1.45023, 1.43169], [-0.37868, -2.30208, 1.85181], [-2.17610, -3.65004, 0.91048], [-3.69255, -2.71620, -0.80593], [-3.23436, -0.54701, -1.77285], [-1.38378, 0.81171, -0.88611]], "forces_ev_per_angstrom": [[1.31, 0.27, -0.14], [-2.14, 0.22, -0.35], [1.09, -0.63, 0.08], [-0.52, -0.95, -0.04], [-0.04, 0.10, -0.45], [-0.77, 0.42, -0.62], [0.44, -0.45, 0.20], [-0.02, 0.14, -0.20], [1.13, 2.20, 0.23], [-0.44, -1.53, -0.40], [-0.38, 0.73, 0.54], [-0.06, -0.04, -0.06], [0.52, 0.70, -1.01], [-0.66, -1.63, 1.05], [-0.15, -0.33, -0.15], [0.50, 0.79, 0.76], [0.23, 0.34, 0.43], [0.01, 0.54, 0.12], [-0.09, 0.15, -0.25], [0.08, 0.01, -0.25], [0.01, -0.15, 0.18], [-0.10, -1.26, 0.26], [-0.11, -0.45, -0.08], [0.07, -0.01, 0.42], [0.07, 0.83, -0.27]]}

2.
{"formula": "C15H35N2O9S2SeSi3Y", "method": "ωB97M-V/def2-TZVPD", "relative_energy_ev": 2.073, "gap_ev": 6.7, "total_charge": -2, "lumo_ev": 4.528, "e_homo_ev": -2.17, "elements": ["Y", "O", "S", "O", "O", "O", "C", "O", "Si", "C", "C", "C", "Si", "C", "C", "C", "Si", "C", "C", "C", "H", "H", "H", "H", "H", "H", "H", "H", "H", "H", "H", "H", "H", "H", "H", "H", "H", "H", "H", "H", "H", "H", "H", "H", "H", "H", "H", "O", "S", "O", "O", "O", "C", "N", "C", "C", "N", "C", "C", "Se", "H", "H", "H", "H", "H", "H", "H", "H"], "coordinates": [[-0.48734, 0.49620, -1.39000], [-1.69044, -1.38760, 2.75104], [-1.02180, -2.03208, -0.42427], [-1.46720, -3.21805, -1.17035], [-2.00536, -0.85669, -0.76983], [0.28255, -1.49223, -1.08905], [-1.94112, 3.95252, -0.12530], [-1.49057, 2.61288, 0.03593], [-1.32286, 1.88316, 1.54030], [-0.98759, 3.23617, 2.80301], [-3.00227, 1.25598, 2.00996], [-0.00602, 0.70004, 1.27620], [-0.17613, -0.74624, 2.38959], [0.14045, -0.23022, 4.20498], [1.11398, -2.09002, 2.15396], [-2.75593, -1.99667, 2.08564], [1.68613, 1.36769, 1.13766], [1.81090, 3.15360, 0.58028], [2.76193, 0.40335, -0.06406], [2.70783, 1.39162, 2.72671], [-1.35803, 4.62812, 0.50740], [-2.99820, 4.03703, 0.15859], [-1.81267, 4.24058, -1.16237], [-1.81662, 3.95473, 2.84597], [-0.07310, 3.79177, 2.58710], [-0.87386, 2.78027, 3.79250], [-3.68493, 2.10448, 2.12955], [-2.96899, 0.68478, 2.94248], [-3.39081, 0.59628, 1.22627], [1.15384, 0.12973, 4.37172], [-0.03698, -1.08700, 4.87113], [-0.54924, 0.57355, 4.49683], [2.00497, -1.84906, 2.74346], [1.40935, -2.21713, 1.10695], [0.70604, -3.04292, 2.51029], [-3.63841, -1.92373, 2.72916], [-2.54964, -3.05726, 1.90119], [-2.99126, -1.52394, 1.12617], [1.23527, 3.33620, -0.32950], [2.86335, 3.37405, 0.36463], [1.46492, 3.84956, 1.34862], [2.46965, 0.58691, -1.10568], [2.66443, -0.67083, 0.11764], [3.81079, 0.70080, 0.04323], [2.16091, 1.88314, 3.53696], [3.63364, 1.95284, 2.54304], [2.97678, 0.38551, 3.06874], [0.01339, 2.35204, -4.52018], [-0.41246, 2.63232, -3.16372], [-0.67781, 4.04382, -2.93901], [-1.61587, 1.77661, -2.79178], [0.64196, 2.13878, -2.17171], [2.82633, -2.15542, -2.64864], [1.65154, -2.84697, -3.14988], [1.40027, -4.19527, -2.96339], [0.17334, -4.43288, -3.45563], [-0.30137, -3.23288, -3.94735], [-1.66737, -3.02145, -4.41786], [0.58971, -2.24517, -3.71729], [0.36067, -0.43562, -4.11001], [3.72665, -2.65455, -3.00816], [2.80690, -2.13741, -1.56034], [2.79625, -1.13247, -3.01294], [2.10747, -4.84997, -2.48591], [-0.41382, -5.33324, -3.48040], [-1.92682, -3.82007, -5.11279], [-1.70557, -2.05842, -4.91803], [-2.33374, -3.01363, -3.55947]], "forces_ev_per_angstrom": [[0.06, 0.84, 0.95], [0.33, 0.20, -0.05], [-0.16, -0.53, 0.77], [-0.17, -0.46, -0.47], [-0.76, -0.91, 0.07], [0.22, -0.93, 0.21], [-0.15, -0.28, 0.08], [0.04, 0.18, 0.01], [0.38, 0.39, -0.09], [-0.04, 0.36, 0.17], [-0.42, -0.31, 0.05], [-0.16, -0.55, 0.04], [-0.02, 0.19, 0.66], [-0.15, -0.01, 0.08], [0.11, -0.30, -0.35], [-0.11, -0.10, -0.25], [0.01, 0.14, 0.19], [-0.17, 0.27, -0.16], [-0.04, -0.25, -0.24], [0.20, -0.11, 0.28], [0.03, 0.02, -0.01], [-0.01, 0.01, 0.01], [0.01, -0.04, -0.09], [0.07, -0.06, 0.08], [-0.07, -0.02, 0.06], [-0.04, 0.03, -0.05], [0.00, -0.03, -0.02], [-0.06, 0.11, -0.05], [0.02, 0.11, 0.10], [0.05, 0.00, 0.02], [-0.01, 0.12, -0.10], [0.05, -0.14, 0.00], [-0.02, -0.03, 0.01], [-0.09, -0.01, 0.15], [0.08, 0.05, 0.02], [-0.06, -0.02, 0.06], [-0.02, 0.02, -0.03], [0.02, -0.11, 0.22], [0.07, 0.01, 0.02], [-0.05, 0.01, 0.03], [0.13, 0.00, -0.02], [0.08, 0.02, 0.04], [0.09, 0.09, 0.02], [-0.03, -0.01, -0.02], [0.06, 0.03, -0.04], [-0.06, -0.07, 0.02], [0.01, 0.10, -0.01], [0.06, -0.09, -0.19], [-0.12, 0.94, -0.37], [-0.07, -0.02, 0.05], [0.04, 0.59, -0.53], [0.54, 1.06, -0.71], [-0.15, -0.11, 0.01], [0.42, -0.09, 0.14], [0.15, 0.18, -0.05], [-0.13, 0.11, -0.17], [-0.44, -0.14, -0.03], [0.38, -0.07, 0.11], [-0.14, -0.03, -0.07], [0.32, -0.39, -0.63], [0.02, -0.02, -0.02], [-0.05, -0.01, -0.03], [-0.02, 0.02, -0.03], [-0.02, 0.05, 0.02], [-0.01, 0.05, 0.02], [-0.03, -0.02, 0.00], [0.02, 0.03, -0.01], [-0.05, -0.01, 0.12]]}

3.
{"formula": "C6H7NO", "method": "ωB97M-V/def2-TZVPD", "relative_energy_ev": 5.766, "gap_ev": 9.3, "total_charge": 0, "lumo_ev": -0.242, "e_homo_ev": -9.51, "elements": ["C", "C", "C", "O", "N", "H", "H", "H", "C", "C", "C", "H", "H", "H", "H"], "coordinates": [[0.10516, 0.88466, -1.84046], [-0.02735, -0.10768, -0.73128], [-0.95114, -1.17089, -0.92654], [1.23427, -0.51522, -0.24835], [-1.75342, -1.99417, -1.03663], [-0.86544, 1.11709, -2.27312], [0.57328, 1.80054, -1.47459], [0.75056, 0.47015, -2.62374], [-0.64052, 0.59412, 1.06941], [1.08643, -0.74915, 1.04408], [1.59383, -1.16009, 2.09262], [-1.30932, 1.28549, 0.56274], [-1.25874, -0.17957, 1.51796], [-0.12179, 1.23973, 1.77282], [1.58418, -1.51502, 3.09509]], "forces_ev_per_angstrom": [[0.05, 0.24, 0.03], [0.12, 2.11, 3.66], [-1.12, -1.22, -0.18], [-0.10, -0.41, -0.03], [0.50, 0.49, 0.02], [0.00, 0.00, 0.00], [-0.06, -0.11, 0.00], [-0.12, -0.06, 0.10], [-2.30, 0.77, -3.18], [3.89, -2.02, 1.14], [-1.67, 0.57, -1.37], [-0.60, 0.16, 0.07], [0.30, -0.02, -0.01], [0.92, -0.56, -0.34], [0.20, 0.06, 0.10]]}